Record 1
{"formula": "C30H57Ag2Co2N3O12", "method": "ωB97M-V/def2-TZVPD", "elements": ["H", "O", "H", "H", "H", "C", "Ag", "C", "O", "H", "H", "C", "H", "H", "H", "O", "H", "H", "C", "H", "H", "H", "H", "C", "H", "O", "C", "H", "H", "H", "N", "C", "H", "C", "H", "H", "H", "C", "H", "H", "H", "C", "Co", "H", "H", "H", "O", "H", "Co", "C", "C", "C", "O", "H", "O", "N", "H", "C", "H", "O", "H", "C", "H", "H", "H", "H", "Ag", "C", "C", "H", "C", "C", "H", "H", "H", "O", "H", "H", "H", "H", "C", "H", "C", "C", "H", "C", "O", "H", "H", "C", "C", "H", "C", "H", "C", "C", "H", "O", "H", "H", "H", "N", "C", "H", "O", "C"], "coordinates": [[-3.8927, -1.9201, -4.3933], [-0.8881, -1.1046, -1.4966], [0.5919, 0.4513, 3.6603], [-7.3400, -1.5213, -2.6949], [-6.4621, -0.1965, -3.3581], [7.6976, -2.7578, 0.0682], [-2.2575, 0.8624, -1.8448], [-3.9773, -0.3204, 0.9585], [-4.7367, 0.7895, -1.6105], [1.1017, 3.1665, 4.7453], [-2.9368, -1.5110, -3.0659], [3.0354, -1.7527, 0.7141], [-7.0693, -1.0378, -0.2320], [-5.6208, 1.0575, -1.3495], [2.6042, -1.4972, 1.6820], [0.4425, -1.8778, -6.3180], [-3.6830, 4.2618, 0.3500], [-5.7119, -4.2955, -0.6635], [-1.8932, 3.9773, 1.6377], [-6.4995, 0.6577, 0.1043], [-2.1384, 6.2016, 1.9151], [-3.8647, -0.3226, -4.0483], [-3.9468, -3.4481, -2.3434], [-0.2185, 2.4222, 3.0051], [-0.9003, 2.3937, 4.9908], [0.4119, 3.1720, 0.8924], [6.9714, -0.2415, 0.1094], [0.4519, 4.2898, 3.5990], [-6.6817, -3.0253, -0.9401], [-3.5574, 4.5818, 2.9932], [-0.6825, 2.9931, 1.7662], [0.0482, -0.4600, -1.0304], [5.6549, -3.7178, -0.7947], [4.8294, -3.2308, 1.8568], [-3.0615, 2.6477, 0.1428], [8.1263, -1.1326, -2.2823], [-3.0601, 3.2332, 5.0041], [-1.3685, 2.2905, 4.0120], [1.8509, 3.3172, 3.0948], [2.8844, -0.8562, 0.1128], [-6.4349, -1.5831, -4.2090], [6.4426, -0.2153, 1.5214], [0.1208, -2.2042, -2.8935], [7.0458, -0.9193, 2.0947], [4.2965, 0.1856, 1.2134], [6.5440, 0.5672, -0.4834], [3.8618, 2.1850, -4.3233], [8.0404, -0.0299, 0.0850], [1.2238, 1.4896, -2.4931], [-5.0525, -1.5181, -2.4909], [6.7836, -1.6743, -0.5814], [-5.0430, -0.8651, 0.0072], [4.9054, -3.1908, -1.0812], [-5.5591, -2.9047, 1.0783], [-0.9369, -2.5510, -4.7245], [5.2798, -2.0344, -0.3944], [4.4431, -3.1219, 2.8703], [4.9547, -0.6394, 1.4859], [2.4660, -2.5629, 0.2587], [2.4663, 0.6533, -4.0273], [-2.1242, 3.9058, -0.4777], [3.4161, 1.3464, -3.5813], [7.0914, -2.3420, -2.5959], [-1.9356, 1.3631, 4.0922], [6.5894, 0.7328, 2.0387], [5.9055, -3.1702, 2.0189], [3.5244, -1.3930, -2.0414], [0.9307, 3.3139, 3.6790], [7.0986, -1.4039, -2.0408], [-0.7971, 5.6928, 0.8069], [-5.6144, -3.2253, -0.8454], [-6.4273, -0.3965, 0.3718], [8.4602, -3.1602, -0.5986], [-3.9564, -2.8395, 0.3476], [-0.5789, 5.7225, 2.4499], [1.0060, -0.7053, -1.8013], [8.1625, -2.4148, 0.9925], [1.3356, 1.0010, 2.2348], [-4.1891, 0.6505, 1.4064], [-3.0098, -0.1600, 0.4828], [0.3702, 0.9928, 2.7407], [-3.8572, -0.9961, 1.8053], [-2.9231, 3.7132, 2.8164], [-4.9352, -3.0284, -2.1562], [-0.3466, 0.4098, 2.1624], [-3.9005, -1.2732, -3.5161], [3.3025, 1.3646, -2.3414], [-3.6293, 2.9184, 2.5759], [-1.7529, 4.2509, 4.4078], [-6.3908, -1.2672, -3.1667], [-1.3500, 5.4746, 1.7205], [4.5159, -4.1809, 1.4242], [-0.3741, -1.7119, -5.4055], [-5.5981, -3.5663, -2.8340], [-4.9665, -2.4333, 0.2943], [4.5449, -1.9592, 0.9015], [0.2385, 2.4311, 0.3070], [0.0331, -0.9257, -4.5502], [4.7897, -0.7322, 2.5594], [-6.5791, -0.4319, 1.4506], [6.4345, -0.6883, -2.5254], [-4.7466, -0.6146, -1.3800], [-2.7667, 3.6719, 0.3712], [7.1361, -3.6460, 0.3575], [0.1007, 0.7483, -1.0163], [-2.3385, 3.3561, 4.1965]], "forces_ev_per_a": [[-0.4933, -0.6021, 0.1781], [-7.2359, -3.1775, 3.4315], [-0.3322, 0.1672, 0.3267], [0.3071, -0.4328, 0.4247], [-0.0750, 0.4573, 0.3339], [-0.3597, -0.0686, -0.2949], [-0.2597, -0.4366, 0.1169], [0.3027, 1.0272, 0.3566], [0.0262, -0.8618, -0.5671], [0.0760, -0.5449, -0.1603], [0.0504, 0.2829, 0.2258], [0.0443, -0.1857, -0.4107], [-0.7164, 0.4148, 0.4431], [-0.3267, 0.6726, -0.2031], [-0.0626, -0.2627, 0.1119], [-2.1424, -0.2222, -3.5491], [0.2201, 0.2715, 0.0205], [0.6452, -0.2327, 0.5892], [0.6191, -0.5854, 1.9652], [-0.5414, 0.1049, -0.0162], [-0.2093, -0.0916, -0.4555], [-0.1730, 0.6451, 0.6111], [0.1724, 0.2135, 0.7358], [1.1520, -0.5884, 1.0442], [0.6757, -1.0510, 0.1637], [-0.7628, 0.6024, -0.1313], [0.4880, -0.7165, -0.1665], [0.5772, 0.4290, 0.1513], [-0.1261, 0.7383, -0.1503], [0.0593, 0.3513, -0.6068], [-2.4794, 0.0004, -0.1644], [1.1675, -0.8959, -7.5061], [-0.1169, -1.6265, -0.5354], [0.7139, 1.8804, -0.6898], [0.1012, -0.4184, 1.0114], [0.1342, 0.5900, 0.8655], [-0.0460, -0.2817, -0.2741], [0.8529, -1.3571, 2.4158], [-0.1153, -0.0707, 0.1042], [-0.1066, 0.1453, -0.1269], [0.2500, -0.7977, 0.1486], [-0.2669, -0.7910, -0.9354], [-1.0622, 1.2521, -2.4254], [-0.2029, -0.2827, 0.2712], [0.2681, -0.0324, -0.6052], [-0.4432, -0.3113, -0.2415], [3.6566, 1.3558, -0.6436], [0.2231, -0.1780, 0.0251], [2.9931, -2.9706, -1.2675], [1.0774, 0.0037, -2.3905], [-0.7745, 1.6751, 1.4337], [0.6270, -2.3148, 1.7965], [1.0578, -0.9588, 0.0817], [0.2734, 1.3678, 1.1634], [-5.9211, -7.4379, 2.4206], [-0.4620, 2.5889, -0.4402], [-0.5791, 0.1721, -0.2471], [1.3020, 0.9727, 3.0656], [0.1717, -0.2883, 0.1478], [-4.6622, -3.8552, -1.9244], [-0.2077, 0.5306, -0.4204], [-2.0248, 3.0327, -3.0908], [-0.6667, -0.2307, -0.2364], [0.4572, -0.5842, -0.8682], [-0.2683, 0.1596, -0.2731], [0.1218, -0.6118, -0.0641], [-0.5792, 1.3088, -0.5676], [-1.6332, 0.3452, -0.8731], [-0.0522, -1.5029, -0.9724], [-0.4468, 0.1614, -0.3659], [0.1208, -0.9134, 0.2120], [0.3258, 0.1434, -0.1365], [0.1324, 0.4259, -0.1110], [0.2589, 0.5697, 0.2507], [-0.1793, -0.8519, 0.5469], [9.5111, -5.8896, -1.6851], [0.0583, 0.1146, -0.1315], [-0.1171, 0.3604, -0.3713], [-0.4186, 0.2262, -0.1271], [0.1479, -0.4751, -0.1497], [-0.1843, 0.3744, 0.1088], [0.1346, -0.0056, -0.0824], [-0.3025, -0.2713, 0.8819], [-1.2471, 0.7815, -0.2318], [-0.0208, -0.0820, -0.0729], [0.0154, -0.2066, -0.6945], [1.3415, 0.7624, 7.2025], [0.1131, -0.2439, -0.5335], [-0.0236, 0.3552, 0.6664], [-0.4856, 1.6227, -0.8910], [-0.1461, -0.7616, -0.7398], [0.0893, 0.1529, -0.0403], [6.8331, -1.7690, -1.9976], [0.2481, 0.2473, -0.6748], [-1.0134, -1.1463, -2.0747], [0.3727, -0.9079, 0.2421], [0.4389, -0.3147, -0.5133], [2.0595, 8.7534, 5.4717], [-0.6940, -0.0827, 0.2793], [-0.3062, -0.3141, -0.1392], [-0.0900, -0.0052, 0.2024], [1.4153, -0.9608, 1.0292], [1.7506, 0.6848, -0.5176], [-0.2005, -0.0707, 0.0582], [-3.9254, 10.4977, 5.9504], [0.0565, 3.1387, -2.5067]], "e_homo_ha": [-0.2605, -0.2381], "orbital_gap_ev": [5.636, 4.977], "total_charge": 0, "e_tot_ha": -5303.2999, "spin_multiplicity": 7}

=====

Record 2
{"formula": "C30H57F9O15", "method": "ωB97M-V/def2-TZVPD", "elements": ["F", "O", "F", "H", "H", "O", "H", "H", "H", "H", "H", "H", "C", "O", "H", "O", "H", "H", "C", "O", "C", "H", "O", "O", "C", "C", "H", "C", "H", "C", "C", "H", "H", "H", "C", "H", "C", "F", "H", "C", "C", "H", "H", "H", "F", "C", "F", "H", "H", "H", "H", "C", "C", "C", "C", "H", "H", "C", "H", "H", "F", "H", "H", "H", "H", "C", "O", "H", "H", "H", "H", "C", "F", "H", "C", "C", "H", "F", "C", "H", "H", "C", "C", "H", "H", "H", "H", "H", "O", "C", "C", "O", "H", "C", "H", "O", "O", "H", "H", "C", "H", "H", "H", "H", "H", "O", "H", "O", "F", "O", "C"], "coordinates": [[7.2985, 1.2021, 2.9686], [2.8072, 0.7950, -4.6864], [8.6490, 0.1102, 1.5762], [-3.5970, 4.8375, -2.0784], [1.9927, -3.0081, 7.3745], [-1.9954, 0.8862, 3.8905], [-0.4252, 0.0945, -4.9827], [-1.3694, 5.0857, -0.8760], [4.5257, -1.1695, -0.1816], [-0.1053, -3.3247, -4.2954], [-2.2250, 2.8106, 4.4091], [-1.2595, 3.4931, 1.2230], [7.6431, 0.0033, 2.4357], [-5.2574, -5.2636, -0.8598], [-6.0623, -7.0442, -0.2907], [0.5100, -3.4671, 6.0627], [0.8633, -4.1468, 8.0186], [2.0600, -3.3464, 4.6491], [-2.6360, -0.3356, 3.6041], [5.3273, -0.6506, 2.3266], [-3.0157, 5.7443, -1.9112], [-1.8499, 6.7375, -0.3065], [-0.5715, -1.7765, -0.2191], [-3.0524, -4.8426, -0.8188], [-2.7035, 1.8612, 4.6492], [-4.7713, -7.2968, -2.0135], [-3.7327, -7.0686, -2.2530], [1.3593, -3.8498, 7.0946], [-2.8792, -0.0217, -1.5639], [-1.7250, -1.4113, 3.0627], [-0.2230, -2.2913, -3.9691], [-0.8935, 4.2251, 2.7700], [6.3988, -3.6138, 0.2872], [1.1652, 3.7346, 0.6250], [1.2532, -0.2287, -0.3959], [-5.4372, -6.9714, -2.8127], [-2.4406, 5.2824, 1.7058], [8.0928, -0.8671, 3.4370], [-3.7593, 1.9211, 4.3847], [1.5805, 0.7170, -5.4344], [4.3632, 1.8861, -2.5276], [1.4768, -1.8516, 5.3309], [-1.1781, -0.9405, 2.2458], [-4.3040, -6.9112, 0.0387], [-4.1495, -2.3147, 0.0473], [5.4899, -1.6753, -0.2326], [1.5687, 0.9855, -0.7117], [-2.3014, -2.2395, 2.6506], [-4.1317, 1.6444, -0.3643], [-2.6706, 1.6370, 5.7154], [1.7320, 0.2790, -6.4209], [-1.1280, 4.4493, 1.7294], [-4.5844, -2.9312, -1.0077], [0.1909, -2.6146, 3.7313], [1.1528, -2.8142, 4.9352], [4.7748, -3.7236, -0.3457], [-5.2662, 6.1621, -3.0987], [-0.1923, -0.5838, -0.4469], [2.0243, 5.1581, 0.8564], [5.5005, 0.6645, -4.6211], [1.7275, -0.4830, 0.8052], [-1.2700, -2.0583, -4.1628], [3.6227, -0.9664, -5.3411], [4.7873, 2.5278, -3.2999], [3.2736, 1.8654, -2.5508], [-2.1935, 5.7523, -0.6219], [-0.0132, 5.2328, 1.3776], [-3.0295, -0.7781, 4.5193], [1.9702, -4.6330, 6.6457], [5.6743, -0.8650, -3.9362], [-2.6467, 1.8894, 0.6710], [-4.5784, 7.0069, -3.0643], [-3.9325, -2.3491, -2.0384], [-0.0256, -2.1337, -2.9088], [0.5731, -0.1406, -4.6138], [-4.1997, -4.4400, -0.9247], [-4.8336, -8.3748, -1.8648], [1.9423, -1.0504, -1.1929], [-3.0431, 1.6308, -0.3109], [4.5265, 2.3496, -1.5547], [0.6813, 0.0450, -3.5452], [4.9901, -0.0165, -3.9400], [1.2318, 4.5710, 1.3206], [3.0007, -0.9436, -3.6658], [-3.4128, -0.2356, 2.8460], [-2.6736, -0.4672, 0.1623], [-2.7706, 2.3907, -1.0433], [-3.0812, 4.9100, 2.5051], [-0.9870, 0.4393, -0.7261], [3.5564, -0.3868, -4.4203], [-5.1097, -6.6539, -0.6489], [5.0332, 0.6378, -2.6679], [0.8291, -2.3276, 2.8956], [5.4324, -3.1099, 0.2700], [1.1951, 1.7081, -5.6738], [-3.0681, 5.2849, 0.4435], [-3.8632, 6.9004, -1.8724], [-0.3568, -3.5457, 3.5856], [5.0219, -3.1793, 1.2774], [-2.4381, 0.2657, -0.6094], [-2.3390, 5.7299, -2.7656], [-2.2488, 6.2638, 2.1396], [-5.2778, 7.8404, -2.9998], [-3.8842, 7.0851, -3.9011], [1.5958, 4.1769, 2.2695], [-0.8106, -1.6892, 4.1181], [5.6731, -1.6434, -1.3066], [6.5678, -0.9990, 0.4634], [-5.8494, -2.7117, -1.1305], [0.6873, -1.5336, -4.8717], [6.4363, -0.6001, 1.7498]], "forces_ev_per_a": [[0.7497, -1.3743, -0.4842], [-1.1541, 0.0941, -0.3230], [0.0066, 0.6353, 0.2629], [-0.3221, -0.2676, 0.6098], [0.3870, 0.1265, 0.0983], [0.4356, -0.0886, -0.6502], [-0.1385, 0.8122, -0.0356], [0.3630, -0.2002, 0.8363], [0.1142, 0.2085, 0.8332], [0.2741, 0.0850, 0.4138], [-0.0478, -0.0195, 0.2939], [0.2779, 0.0601, -0.5741], [0.9964, -0.8510, 1.0294], [-0.3684, 2.4611, 0.2417], [0.0477, 0.4336, 0.1251], [-1.5475, 0.4723, -1.4478], [-0.4728, -0.2490, -0.4915], [-0.0047, -0.3568, -0.2454], [-0.5485, -0.5470, 0.5256], [3.5792, 0.1982, -1.2241], [-0.1912, 1.4792, 0.9406], [0.2378, 0.0762, -0.5701], [1.7071, 4.6316, -1.0184], [-1.5087, 1.4100, -0.4215], [-0.0315, -0.5922, -0.3707], [0.2322, -0.1641, 0.9713], [-0.0950, 0.0767, -0.1997], [1.1238, 0.3750, -0.6603], [0.6164, -0.6826, -0.1013], [1.2240, 1.9299, 0.7263], [0.4283, -0.3711, -0.9841], [-0.6032, -0.5727, 0.4478], [0.1373, 0.3015, -0.1772], [-0.1965, -0.5451, -0.0069], [1.2275, -1.3253, 0.9276], [-0.0241, -0.0593, 0.1462], [1.2936, -0.5717, 0.3384], [-1.0006, 1.6096, -1.2601], [-0.1456, -0.0272, -0.2927], [0.5291, -0.5361, -0.0547], [0.2606, 0.4804, -0.3964], [0.0853, 0.3984, -0.3370], [0.3005, -0.1869, -0.4287], [-0.1046, 0.4184, 0.2183], [0.5250, 0.6056, 2.0049], [-0.2499, -0.7465, 0.3570], [-0.0321, 1.8138, -0.6725], [0.0204, -0.3949, 0.3559], [0.0182, -0.4530, 0.4651], [0.2442, 0.0568, 0.1182], [0.2574, -0.6589, 0.0503], [-0.2177, 0.7138, 1.8163], [1.2755, -1.0133, -1.0929], [0.1322, -0.7578, 2.4257], [-0.7568, 0.0330, 1.1690], [-0.0614, 0.1098, -0.2098], [0.1390, -0.5173, -0.7322], [-4.0428, -4.2243, 0.6293], [-0.3698, 0.7483, 0.3574], [-0.5105, 0.1729, -0.7242], [-0.0468, 0.1246, 1.2359], [0.0563, 0.5099, -0.2017], [-0.2174, -0.2538, -0.0050], [-0.4015, 0.4766, -0.0322], [-0.0322, -0.4282, -0.5311], [-1.6478, -0.7270, -0.0730], [0.6696, 0.8166, -1.2110], [-0.5246, 0.1875, 0.1903], [0.4819, -0.4058, 0.7726], [-0.5522, -0.3993, 0.4535], [-0.5265, 0.5604, 0.0403], [-0.9338, -0.0284, 0.4506], [-0.0698, -0.2644, -0.6038], [0.3698, -0.0258, -0.0808], [0.2767, -1.2927, -0.4413], [1.1563, -2.6721, 0.7920], [-0.0897, -0.0757, -0.2991], [0.2520, -0.5575, -1.4077], [0.7539, -0.0768, 0.3466], [0.7985, -0.4917, 0.0617], [-0.2401, 0.2491, 0.1383], [-0.2397, 1.8453, 0.9864], [-0.2057, -0.7849, -0.6831], [-0.1842, -0.3041, 0.4024], [-0.5396, 0.4073, 0.0690], [0.2787, 0.0470, -0.1838], [0.4591, -0.0680, 0.0212], [-0.5568, -0.7200, -0.6133], [0.3709, -0.3158, 0.1371], [1.1079, 0.4657, -0.9725], [0.6246, -1.2944, -1.5561], [-0.4961, -1.4164, 0.4062], [-0.3563, 0.2512, -0.3716], [-0.4898, -0.3147, 0.1769], [0.2667, 0.1760, 0.8359], [0.6228, -0.1363, -0.2908], [0.9778, -0.6483, 0.0687], [0.4617, -0.4267, -0.5678], [0.0568, 0.2461, 0.0456], [-0.9697, 0.6499, -0.4996], [0.2917, 0.6476, -0.2853], [0.4393, 0.6082, -0.6856], [0.5038, 0.4267, -0.0684], [-0.3182, -0.0380, -0.3716], [-0.2036, 0.1278, 0.3167], [0.0637, -0.1354, -0.9676], [0.9014, 0.1292, 0.1940], [1.0449, 0.8594, 0.6206], [-1.6302, 0.0675, -0.3498], [-0.5078, 0.7574, 1.2001], [-5.8071, -1.0082, -0.1574]], "e_above_lowest_kcal_mol": 0.0, "e_homo_ha": [-0.3937, -0.3937], "orbital_gap_ev": [8.169, 1.759], "total_charge": 1, "e_tot_ha": -3204.1015, "spin_multiplicity": 2}